[1]
66
Properties=species:S:1:pos:R:3:forces:R:3 method="wB97M-V/def2-TZVPD" smiles="O=[N+]([O-])c1ccccc1.O=[N+]([O-])c1ccccc1.O=[N+]([O-])c1ccccc1.O=[N+]([O-])c1ccccc1.ClC(Cl)Cl.ClC(Cl)Cl" total_charge=0 orbital_gap_ev=8.91 homo_energy_ev=-9.81 de_lowest_ev=0.000
C 2.107004 0.467900 -1.379446 0.578 -2.612 -1.018
Cl 2.076814 2.147701 -1.209342 0.307 1.069 0.242
Cl 3.152062 -0.447116 -0.168925 -0.941 1.026 -0.794
Cl 2.589664 -0.110978 -3.039076 0.261 0.642 0.361
H 1.109503 0.076127 -1.437028 -0.323 -0.053 1.137
C -0.153734 -5.133942 -1.196708 0.203 0.305 -0.118
Cl -1.847100 -5.435195 -1.507323 -0.658 0.276 0.039
Cl 0.766324 -6.164023 -2.260137 0.563 -0.222 -0.113
Cl 0.211706 -5.399949 0.502442 0.150 -0.101 0.247
H 0.111652 -4.099753 -1.414284 -0.276 -0.153 -0.043
C -3.720705 -0.858578 3.840044 0.708 0.393 0.707
C -3.158215 0.369820 3.472528 -1.370 0.050 0.391
C -2.080521 0.385027 2.587845 -0.672 1.648 0.694
C -1.518744 -0.777151 2.208856 0.211 -1.909 -1.202
C -2.051246 -2.014020 2.586872 0.779 0.147 0.586
C -3.111804 -2.059421 3.439044 -1.336 1.701 0.114
N -0.346339 -0.816199 1.284774 0.425 2.594 -0.128
O -0.079768 0.232740 0.619771 -0.923 -2.336 1.311
O 0.338361 -1.800667 1.323396 0.040 -0.160 -0.468
H -4.515380 -0.904943 4.591747 0.097 0.144 -0.498
H -3.635983 1.316757 3.855351 0.793 -1.089 -0.598
H -1.702610 1.336007 2.272234 0.367 0.229 -0.272
H -1.556446 -2.935471 2.418975 0.562 -0.544 -0.811
H -3.574151 -2.947910 3.793051 0.114 -0.881 0.062
C -5.445689 0.709166 -0.183093 1.626 -3.532 -0.086
C -5.054405 -0.690193 -0.176252 -2.111 2.337 1.169
C -3.967009 -1.116254 -0.838594 0.956 -0.615 -1.309
C -3.236399 -0.176978 -1.639409 0.137 -0.067 0.938
C -3.581144 1.159986 -1.590150 0.424 -0.203 -0.260
C -4.674103 1.589231 -0.851508 0.019 -0.029 -0.070
N -1.877994 -0.477222 -2.255327 -1.354 1.761 0.722
O -1.307918 0.455216 -2.790127 -0.054 -0.303 -0.211
O -1.413203 -1.554105 -2.062089 0.535 -1.694 0.112
H -6.213026 0.969893 0.457208 -1.592 0.805 0.963
H -5.627448 -1.384397 0.462307 0.350 0.370 -0.536
H -3.863024 -2.192844 -0.701830 1.133 0.281 -0.692
H -2.968153 1.915005 -2.052694 0.213 -0.177 -0.240
H -4.876408 2.617325 -0.714162 -0.071 1.039 -0.281
C 5.899419 0.035128 -4.224042 0.114 1.097 -0.784
C 5.189734 -0.473886 -5.306270 -0.225 0.160 0.207
C 4.515843 -1.705378 -5.178671 0.499 0.922 -1.163
C 4.692477 -2.396093 -4.020192 -0.268 -1.060 0.400
C 5.498767 -1.965655 -2.974358 -1.335 -1.705 0.730
C 5.989503 -0.714262 -3.065006 1.833 1.174 0.726
N 3.876972 -3.629008 -3.773465 0.222 0.774 -1.219
O 3.784339 -3.956229 -2.631921 -0.142 -0.761 1.659
O 3.314470 -4.181631 -4.697078 0.187 0.203 -0.338
H 6.386880 1.051830 -4.286276 -0.670 -1.327 0.088
H 5.093002 0.136371 -6.205473 -0.011 -0.365 0.159
H 3.925869 -2.087552 -6.010525 0.000 -0.020 0.423
H 5.572501 -2.613629 -2.072365 0.021 0.806 -0.817
H 6.561818 -0.322577 -2.227730 -0.090 0.027 -0.096
C 0.951855 2.295449 3.778472 0.304 -0.019 -0.191
C 0.496186 3.177810 4.763495 0.505 -1.346 -1.450
C 0.042994 4.397271 4.387555 -1.250 1.984 1.659
C 0.054872 4.798914 3.078336 0.184 0.270 -0.311
C 0.549868 3.978421 2.093686 0.300 1.483 -1.035
C 1.017284 2.736828 2.435450 -0.793 -0.443 2.050
N -0.482413 6.144337 2.752715 -0.670 -0.200 0.969
O -1.045295 6.704408 3.664174 -0.231 0.331 0.879
O -0.426430 6.619372 1.654774 0.758 -0.401 -1.436
H 1.269116 1.276879 4.082089 -0.174 0.765 -0.478
H 0.434936 2.898693 5.775907 0.059 -0.404 1.053
H -0.381928 5.050383 5.182386 0.422 -0.362 -0.946
H 0.642134 4.428107 1.090233 -0.219 -0.680 0.414
H 1.270807 2.065110 1.685161 0.802 -1.041 -1.200

---

[2]
43
Properties=species:S:1:pos:R:3:forces:R:3 method="wB97M-V/def2-TZVPD" total_charge=+1 orbital_gap_ev=8.55 homo_energy_ev=-11.28 de_lowest_ev=16.916
C -4.400396 -1.454507 1.077677 1.223 -3.589 -5.433
H -5.260083 -1.578759 0.495170 -2.253 -0.617 0.471
H -4.452710 -1.125579 2.021239 -0.477 1.160 3.409
H -3.830819 -2.420002 0.880588 -0.703 0.691 1.265
O -3.780424 -0.574614 0.165520 2.903 2.487 2.145
C -2.643738 -0.095457 0.774374 0.675 2.544 -1.854
C -1.948382 -0.701352 1.921011 3.555 9.562 -8.580
C -0.612310 -0.078914 1.949558 -2.047 -4.096 7.260
C -0.093050 0.978953 1.270430 5.238 -4.344 7.342
C -0.739947 1.511042 0.332245 -8.530 1.614 -4.631
C -2.096481 1.292370 0.024264 -1.376 -6.073 1.334
O -2.923346 1.682535 -1.069796 0.274 -5.402 6.307
C -2.329361 2.476881 -1.867308 -11.823 11.418 2.533
H -2.144436 3.638027 -1.110464 -0.195 -2.546 -2.278
H -3.160883 2.851370 -2.590311 2.023 -0.696 0.679
H -1.516443 2.352389 -2.178419 12.137 -2.796 -5.040
H -0.324774 2.236494 -0.136265 2.703 4.919 -3.441
C 1.329922 1.362682 1.709749 -0.875 3.086 -4.405
N 2.349383 1.153650 0.420813 -6.398 -7.097 7.362
H 1.828856 1.523766 -0.250291 -2.375 2.245 -4.467
C 3.622503 1.395135 0.538024 2.646 9.082 11.158
H 3.710062 2.567657 0.696880 0.789 -2.067 -1.413
H 4.002032 1.156361 1.658668 -1.224 -0.070 -2.028
C 4.251851 0.638807 -0.311310 10.635 -1.655 -11.371
N 3.575313 -0.491369 -0.654612 -4.514 -4.939 2.641
C 2.356731 -0.456717 0.141397 -1.268 -0.798 -2.142
O 2.198413 -1.395326 1.300675 0.034 3.588 -2.306
C 1.185232 -0.566133 -0.834431 3.253 -14.530 9.753
N 0.710916 0.130539 -1.578714 -0.707 13.385 -7.738
O -0.183392 -0.390005 -2.310258 -1.376 11.387 -6.857
N -0.512242 -1.471057 -2.013176 -3.038 -12.831 3.247
C 0.265948 -1.901975 -1.103529 3.573 1.053 3.751
N 0.283265 -2.961486 -0.216854 -5.026 -3.743 -3.011
H -0.352109 -3.865638 -0.626058 2.238 3.387 1.525
H 1.061451 -3.360242 0.236747 1.419 0.383 0.074
H 1.307468 -1.105660 1.636503 0.533 -0.797 0.001
H 3.639434 -1.217850 -1.421313 0.382 1.927 1.426
H 5.372296 0.420385 -0.038309 -1.907 0.797 -0.616
H 4.182483 1.135241 -1.438913 1.372 0.163 2.505
H 1.656501 1.080371 2.624964 1.366 -2.631 2.288
H 1.496168 2.425664 1.894886 -0.637 0.560 -0.690
H -0.206488 -0.460391 3.151776 -0.085 1.291 -3.901
H -2.364861 -1.432016 2.357587 -2.138 -5.414 3.723

---

[3]
54
Properties=species:S:1:pos:R:3:forces:R:3 method="wB97M-V/def2-TZVPD" multiplicity=2 total_charge=+2 orbital_gap_ev="10.05 / 3.98" homo_energy_ev="-15.70 / -15.70"
C 0.410130 0.533157 1.407842 -1.258 -0.600 1.295
O -0.159244 -0.260260 2.420309 2.019 -0.468 -0.627
C -0.989200 0.806883 0.617527 -0.911 1.943 0.651
C -0.928702 1.918463 -0.406337 1.267 4.667 1.377
C -2.041864 1.881849 -1.438891 -0.231 -1.275 -4.988
O -2.754365 0.750267 -1.192223 1.333 0.899 2.508
O -2.161291 2.412638 -2.557067 0.868 -0.291 4.195
N -2.112050 1.253558 1.636188 0.005 -2.302 2.242
H 0.636658 1.557423 1.954765 -0.246 -1.294 -1.134
H 1.154224 -0.040878 0.782893 -0.693 1.170 0.639
H 0.120688 -1.273694 2.398656 -1.111 0.459 0.535
H -1.405918 -0.109560 0.224040 0.419 -0.247 0.015
H 0.068975 2.198459 -0.857090 -1.009 -1.194 0.158
H -0.985660 2.965753 0.234136 -0.265 -2.399 -1.542
H -3.477205 0.574315 -1.749198 -1.575 -0.095 -1.874
H -2.067630 2.202210 2.061577 0.344 -0.025 -1.345
H -1.985187 0.672162 2.635917 -1.123 1.111 -3.634
H -3.029122 1.041248 1.072395 1.619 0.047 1.736
H 1.255047 -1.078345 -2.146100 -0.272 0.848 -1.068
H 2.157560 -0.956015 -0.868279 0.132 0.354 -0.649
O 1.630629 -1.546030 -1.422874 0.005 -1.127 1.687
H 0.481343 3.943707 1.985871 -0.243 -0.509 -0.306
H -0.306945 3.903704 3.284300 -0.188 -0.447 -0.523
O -0.242619 3.448068 2.416846 0.182 0.662 1.003
H 1.350822 -4.679392 0.533890 -0.127 -2.346 -1.029
H 2.302443 -3.828495 1.333299 -0.227 -0.096 -0.166
O 1.439566 -3.836085 0.893973 0.477 2.344 1.315
H -1.581711 -1.510307 -4.432389 -0.082 0.675 0.352
H -1.158153 -0.432079 -3.277315 -0.454 -0.823 -1.148
O -1.006455 -1.310714 -3.682576 0.819 0.309 0.738
H 0.965452 2.874010 -2.629660 0.004 -0.132 -0.123
H 2.301914 2.352356 -3.103280 -0.338 -0.326 0.143
O 1.532308 2.090944 -2.563655 0.423 0.510 -0.079
H -1.097715 -3.375010 3.168364 0.822 0.972 -0.923
H -0.231236 -3.238237 1.858796 0.978 -1.786 -1.767
O -0.644162 -2.756297 2.533511 -1.323 1.194 2.647
H -3.518301 -1.324737 -0.169877 -0.040 -1.165 -2.438
H -2.319351 -1.582211 0.867096 2.219 -2.226 -0.317
O -3.141555 -1.243033 0.668893 -2.438 2.890 3.606
H -1.095920 -3.922778 -0.586635 0.043 1.452 0.556
H -0.078534 -2.783196 -0.347926 0.511 0.017 -0.362
O -1.001691 -3.011281 -0.189973 -0.061 -1.329 -0.602
H -2.163804 -2.084203 -1.424213 1.233 -1.327 0.223
H -3.429872 -2.928259 -1.998447 0.008 -1.813 -0.085
O -3.014670 -2.117397 -1.816380 -1.852 3.033 -0.661
H 5.291775 -0.685272 0.911739 0.216 -1.653 1.155
H 5.729971 -0.381714 -0.519529 2.349 -2.374 -4.151
O 5.371053 -0.071128 0.225128 -2.369 4.085 2.948
H 3.899893 0.916654 -0.123375 -0.840 -0.266 -0.083
H 2.583604 1.620536 -0.834709 0.874 -1.566 0.851
O 2.902320 0.915163 -0.171135 -0.245 1.435 -0.974
H 2.576217 3.874130 0.970116 -1.509 -1.252 -0.951
H 2.138497 2.374391 0.800355 0.349 0.478 -0.243
O 1.829019 3.284555 0.610727 1.511 1.198 1.218